Entry 1:
24
Properties=species:S:1:pos:R:3:forces:R:3 method="wB97M-V/def2-TZVPD" s_squared=2.012 gap_ha="0.2307 / 0.2703" charge=+1 e_lumo_ev="-3.831 / -6.017" multiplicity=3 molar_mass_da=266.10
C -0.522 2.864 -0.542 0.924 -1.009 0.466
C -0.407 -0.220 0.083 -0.277 1.859 -0.288
C -0.348 1.615 0.064 0.330 1.615 0.886
C -0.091 -0.607 1.467 -0.185 -0.409 -0.595
C 0.226 1.775 1.478 1.280 -3.674 -2.443
C -0.357 0.657 2.256 2.964 -1.050 1.857
C -0.471 -2.345 -0.933 0.883 -2.156 -0.618
C -0.941 -0.397 -2.227 0.609 -0.100 -1.641
N -0.545 -0.940 -0.946 -0.219 1.656 -0.297
O -0.538 3.896 -1.094 -0.631 -0.880 -0.503
I 3.333 -0.364 -0.646 -1.965 -0.335 -0.086
H -0.645 -1.482 1.790 -0.417 -0.084 0.112
H 0.936 -0.969 1.438 0.452 0.349 0.384
H 1.329 1.543 1.375 -0.721 0.475 0.049
H 0.114 2.686 1.881 -0.477 3.290 1.257
H -1.341 0.776 2.452 -3.502 0.402 -0.006
H 0.023 0.624 3.287 0.496 -0.203 -0.399
H -0.777 -2.641 0.056 0.547 -0.805 0.268
H -1.189 -2.759 -1.630 -0.289 0.066 -0.097
H 0.528 -2.712 -1.333 -0.971 0.403 1.049
H -0.927 0.696 -2.298 0.387 -0.412 0.259
H -0.262 -0.893 -2.987 -0.914 0.840 0.615
H -1.964 -0.710 -2.385 -0.208 -0.182 -0.295
H 4.834 -0.093 -0.605 1.907 0.345 0.064

Entry 2:
88
Properties=species:S:1:pos:R:3:forces:R:3 method="wB97M-V/def2-TZVPD" gap_ha=0.1859 charge=+3 e_lumo_ev=-9.994 molar_mass_da=947.59
W -0.638 -0.165 -0.116 0.368 1.260 -0.897
O 1.020 1.180 0.377 -0.195 -0.071 -0.130
C 2.063 0.596 0.808 0.384 -0.036 0.101
C 3.291 1.197 1.130 -0.067 -0.078 -0.008
C 4.292 0.380 1.588 0.067 -0.228 0.062
C 4.118 -1.043 1.788 0.164 0.215 -0.133
C 2.988 -1.665 1.423 -0.108 -0.173 -0.154
C 1.961 -0.916 0.649 0.105 0.282 0.229
C 2.104 -0.993 -0.855 0.058 -0.238 0.063
N 1.033 -0.699 -1.461 -0.126 0.011 0.132
C 1.055 -0.219 -2.841 -0.027 -0.184 -0.012
C 0.891 1.264 -2.627 -0.009 0.135 0.011
N -0.266 1.460 -1.728 -0.188 -0.391 0.023
C -1.063 2.404 -2.079 -0.111 0.237 0.112
C -2.277 2.815 -1.444 0.259 0.047 -0.327
C -2.877 4.016 -1.841 -0.112 0.150 -0.050
C -4.052 4.433 -1.252 0.065 -0.050 -0.010
C -4.642 3.626 -0.280 0.026 -0.058 0.016
C -4.065 2.424 0.111 -0.057 0.120 -0.006
C -2.872 2.021 -0.475 -0.052 -0.264 0.342
O -2.298 0.856 -0.126 -0.156 0.075 0.123
H 3.406 2.272 1.078 -0.003 -0.015 0.022
H 5.252 0.815 1.837 -0.012 -0.028 0.000
H 4.915 -1.599 2.262 0.018 0.038 0.002
H 2.865 -2.737 1.527 -0.025 0.046 0.058
H 3.062 -1.115 -1.355 -0.003 -0.039 -0.008
H 0.227 -0.643 -3.400 -0.024 -0.011 0.004
H 2.001 -0.462 -3.322 0.020 -0.031 -0.002
H 0.735 1.784 -3.570 -0.013 0.035 -0.015
H 1.786 1.668 -2.151 0.015 0.008 0.020
H -0.783 2.984 -2.958 0.027 0.059 0.031
H -2.409 4.611 -2.618 -0.016 -0.009 0.025
H -4.518 5.362 -1.553 -0.008 -0.019 0.005
H -5.575 3.931 0.177 0.022 0.003 -0.017
H -4.542 1.800 0.849 -0.021 0.007 -0.005
C -4.919 -1.035 -1.008 0.020 0.002 -0.005
C -3.768 -1.864 -0.460 0.118 -0.116 0.184
O -4.092 -3.235 -0.273 -0.044 0.047 -0.069
P -3.249 -1.402 1.279 0.742 -0.193 -0.077
O -3.572 -2.576 2.233 0.041 -0.049 0.049
O -4.120 -0.237 1.816 -0.142 0.047 -0.018
O -1.737 -1.087 1.333 -1.044 0.025 0.001
P -2.248 -1.887 -1.537 0.075 -0.279 -0.074
O -2.674 -2.907 -2.629 0.053 -0.041 0.005
O -1.748 -0.538 -2.050 -0.215 -0.093 0.198
O -1.045 -2.267 -0.657 -0.044 0.284 0.001
H -5.779 -1.104 -0.341 -0.009 -0.011 -0.012
H -5.205 -1.425 -1.988 -0.021 0.004 0.007
H -4.643 0.011 -1.127 0.020 0.005 0.001
H -4.609 -3.558 -1.026 0.008 -0.014 0.038
H -3.345 -3.479 1.964 -0.034 -0.033 -0.065
H -3.723 0.249 2.560 0.016 0.061 -0.046
H -2.013 -3.490 -3.030 -0.011 0.005 -0.093
O 0.613 -1.160 0.916 0.175 -0.216 0.204
S 1.596 0.125 3.600 0.050 0.070 0.306
C 3.085 -0.170 4.501 0.037 0.064 -0.043
C 3.390 -1.372 5.137 0.063 -0.030 -0.050
C 4.586 -1.489 5.825 -0.064 -0.056 -0.040
C 5.486 -0.428 5.875 0.052 0.050 -0.006
C 5.189 0.761 5.232 0.025 -0.027 0.003
C 3.988 0.895 4.544 -0.019 0.051 -0.059
C 0.472 -1.096 4.227 -0.114 -0.039 0.066
C 0.394 -2.375 3.693 0.007 -0.112 0.002
C -0.496 -3.295 4.233 0.024 0.050 -0.006
C -1.309 -2.934 5.300 0.001 0.032 -0.017
C -1.236 -1.651 5.829 0.004 -0.030 -0.039
C -0.348 -0.729 5.292 0.011 -0.015 0.010
H 2.700 -2.204 5.106 -0.021 0.015 0.030
H 4.819 -2.417 6.331 -0.012 0.013 0.013
H 6.411 -0.529 6.428 -0.009 -0.006 -0.014
H 5.876 1.596 5.286 -0.013 -0.010 -0.008
H 3.728 1.844 4.087 -0.019 -0.008 0.058
H 1.032 -2.662 2.866 -0.088 0.017 0.108
H -0.537 -4.301 3.833 0.006 0.007 0.013
H -1.993 -3.656 5.728 0.013 0.003 0.006
H -1.856 -1.375 6.672 0.004 0.003 -0.012
H -0.272 0.266 5.710 0.004 -0.005 0.002
C -0.126 5.103 1.102 -0.020 -0.067 -0.034
N -0.240 3.653 1.250 0.006 0.047 0.005
C -0.960 3.062 2.191 -0.007 0.061 -0.026
N -1.625 3.820 3.059 0.008 -0.043 0.039
S -1.085 1.349 2.353 0.084 -0.259 -0.152
H 0.532 5.312 0.264 0.004 0.007 0.004
H 0.304 5.559 1.995 0.023 -0.002 -0.003
H -1.100 5.549 0.893 -0.002 -0.017 0.001
H 0.323 3.048 0.674 0.009 -0.007 -0.001
H -1.528 4.823 3.076 0.012 0.003 0.029
H -2.141 3.390 3.809 -0.027 -0.006 -0.025

Entry 3:
75
Properties=species:S:1:pos:R:3:forces:R:3 method="wB97M-V/def2-TZVPD" s_squared=6.052 gap_ha="0.1652 / 0.1673" charge=-2 e_lumo_ev="3.814 / 3.814" multiplicity=5 molar_mass_da=773.75
Ru -0.287 0.730 -1.976 -0.794 -0.024 1.513
Cl 1.901 -0.791 -3.701 0.236 -1.313 -0.077
C 0.433 -2.093 -1.909 -0.252 0.031 0.249
C -0.728 -1.404 -1.706 0.392 -0.009 0.210
C -1.738 -2.153 -1.121 -0.184 -0.004 -0.152
Cl -3.337 -1.452 -0.945 0.018 0.022 0.038
C -1.546 -3.477 -0.716 0.102 -0.069 -0.047
Cl -2.833 -4.374 0.035 -0.005 0.000 0.011
C -0.310 -4.104 -0.917 -0.170 0.186 -0.037
Cl -0.055 -5.745 -0.406 0.019 -0.043 0.011
C 0.694 -3.379 -1.555 0.164 -0.197 -0.046
Cl 2.258 -4.122 -1.899 -0.136 0.045 0.040
C 2.018 8.317 0.915 0.018 0.002 -0.015
C 0.862 8.535 -0.072 0.006 0.008 0.004
C -0.420 8.825 0.722 0.012 -0.010 0.020
C 1.200 9.767 -0.915 -0.022 0.005 -0.012
C 0.639 7.289 -0.933 -0.026 -0.010 0.010
C 0.349 7.378 -2.291 0.038 -0.006 -0.008
C 0.077 6.249 -3.075 -0.004 -0.006 -0.010
C 0.099 5.022 -2.457 0.003 0.038 0.018
O -0.126 3.790 -2.965 0.013 -0.041 0.041
B 0.017 2.836 -1.888 0.027 -0.282 -0.311
O 0.348 3.619 -0.730 -0.014 -0.012 -0.038
C 0.386 4.918 -1.099 -0.004 0.010 -0.018
C 0.654 6.022 -0.325 -0.037 0.007 0.008
H 2.218 9.241 1.465 -0.007 -0.003 0.007
H 2.927 8.023 0.388 0.003 0.010 -0.001
H 1.789 7.543 1.646 0.003 -0.010 -0.006
H -0.295 9.710 1.354 0.002 -0.002 0.002
H -0.678 7.978 1.360 -0.004 0.001 -0.001
H -1.258 8.997 0.043 0.001 0.004 0.000
H 1.440 10.606 -0.257 -0.006 0.002 0.000
H 0.360 10.072 -1.542 0.002 -0.006 -0.006
H 2.059 9.580 -1.562 0.008 0.006 0.008
H 0.333 8.345 -2.777 0.001 -0.003 0.000
H -0.142 6.338 -4.131 0.001 0.000 0.002
H 0.859 5.891 0.729 -0.005 0.002 0.005
O -0.945 1.113 0.043 -0.269 -0.011 -0.055
N -0.904 1.895 2.539 -0.042 0.102 -0.131
C -3.217 1.005 2.036 0.023 -0.022 -0.034
C -3.905 1.338 3.331 -0.008 -0.010 0.018
C -3.591 2.383 4.105 0.021 0.006 -0.003
C -2.457 3.260 3.911 -0.026 -0.005 -0.017
C -1.322 2.985 3.212 0.025 -0.054 0.074
H -3.612 0.047 1.690 -0.008 -0.010 -0.022
H -4.741 0.709 3.625 -0.006 0.008 -0.002
H -4.218 2.591 4.970 -0.006 0.005 -0.007
H -2.479 4.229 4.394 0.004 -0.006 0.012
H -0.568 3.768 3.215 0.010 -0.012 0.012
C 6.309 -1.474 -4.085 -0.057 0.058 -0.039
C 4.952 -0.789 -4.042 -0.058 -0.129 0.601
N 4.619 -0.209 -2.961 0.316 0.295 -0.434
C 0.528 0.695 -3.477 -0.081 1.125 -1.302
C 2.763 -0.742 -5.182 0.045 1.538 -0.303
N 4.171 -1.006 -5.150 -0.172 -0.830 -0.090
H 6.938 -1.110 -3.276 -0.016 0.011 0.018
H 6.805 -1.292 -5.040 -0.019 -0.013 -0.008
H 6.160 -2.549 -3.954 0.089 0.020 -0.017
H 0.687 1.143 -4.464 0.384 -0.126 0.042
H 2.238 -1.144 -6.031 0.029 -0.398 0.068
H 4.377 -1.948 -5.483 0.184 0.148 -0.075
C 0.503 1.895 2.140 0.088 0.024 0.013
C -1.691 0.708 2.167 0.042 -0.010 0.070
C -1.476 -0.405 3.191 -0.024 0.004 0.039
C -3.550 2.045 0.958 0.024 0.007 0.023
N -1.206 0.141 0.895 0.051 -0.008 0.029
H 1.126 2.178 2.994 0.000 0.008 0.023
H 0.676 2.566 1.298 0.008 -0.039 0.065
H 0.784 0.897 1.818 0.019 0.018 0.043
H -1.946 -0.154 4.143 0.015 0.006 0.005
H -0.408 -0.564 3.349 -0.004 -0.010 -0.019
H -1.900 -1.333 2.801 -0.011 0.000 0.009
H -3.050 2.994 1.150 -0.010 0.002 0.015
H -4.630 2.222 0.954 0.009 -0.011 -0.012
H -3.239 1.695 -0.023 0.032 -0.009 -0.023

Entry 4:
8
Properties=species:S:1:pos:R:3:forces:R:3 method="wB97M-V/def2-TZVPD" gap_ha="0.2998 / 0.3333" charge=0 e_lumo_ev="-0.756 / 0.207" molar_mass_da=179.39
C 1.996 0.012 0.148 -0.575 0.889 -0.760
C -1.672 -0.057 0.108 0.012 -0.618 -1.548
F 1.301 1.074 -0.406 0.167 -1.396 0.581
F -1.890 -0.266 1.367 -0.221 -0.361 0.956
Cl -2.080 1.523 -0.382 -0.072 -0.072 -0.173
Br -2.220 -1.570 -1.042 0.287 1.055 0.772
H 3.046 0.276 0.097 -0.011 -0.649 0.258
H 1.519 -0.994 0.109 0.413 1.153 -0.086

Entry 5:
15
Properties=species:S:1:pos:R:3:forces:R:3 method="wB97M-V/def2-TZVPD" gap_ha=0.2780 charge=0 e_lumo_ev=0.507 molar_mass_da=94.18
C -1.247 0.314 -0.049 0.153 -0.682 0.380
C -1.116 -0.895 -0.981 -0.436 0.472 0.028
S 0.466 -1.784 -0.922 0.491 0.252 0.296
N -0.222 1.322 -0.287 0.084 0.243 1.057
H -1.160 -0.022 0.991 -0.157 -0.121 -0.019
H -2.216 0.782 -0.160 -0.518 -0.101 -0.041
H -1.342 -0.555 -2.004 0.252 -0.073 0.119
H -1.916 -1.584 -0.729 -0.122 -0.169 0.099
H -0.660 2.209 -0.424 -0.105 0.626 0.026
H 0.203 1.089 -1.140 0.974 -0.290 -1.425
N 1.874 -0.146 1.197 -0.328 -0.142 -0.755
H 2.856 -0.023 1.032 0.453 0.163 -0.040
H 1.420 -0.879 0.372 -0.493 -0.116 -0.290
H 1.719 -0.545 2.105 -0.183 0.058 0.420
H 1.341 0.718 0.999 -0.066 -0.119 0.146